Formula: C32H50Br2F7N3O9S2
Source: OMol25
Level of theory: ωB97M-V/def2-TZVPD

Results
charge = 0
HOMO = -9.098 eV
gap between HOMO and LUMO = 7.35 eV
energy relative to the best compared isomer or geometry (same formula, charge and spin) = 1.070 eV

CARTESIAN COORDINATES (ANGSTROEM)
C: 6.06 -0.59 3.80
C: 6.18 0.90 4.20
C: 7.09 1.73 3.24
C: 6.65 1.59 1.73
C: 6.56 2.99 1.01
C: 5.29 3.23 0.21
C: 4.50 4.34 0.32
N: 4.84 5.36 1.28
C: 6.10 6.07 0.97
C: 4.77 4.92 2.62
C: 4.10 3.61 3.03
O: 5.23 5.62 3.52
C: 3.31 4.55 -0.51
C: 2.45 5.81 -0.44
Br: 3.42 7.16 -1.52
C: 2.18 6.40 0.97
C: 1.59 5.40 1.98
Br: 0.79 7.80 0.69
C: 2.98 3.58 -1.43
S: 1.57 3.74 -2.56
O: 1.56 2.76 -3.59
O: 1.61 5.06 -3.10
C: -0.03 3.69 -1.56
F: 0.26 3.55 -0.25
F: -0.65 4.87 -1.71
C: -1.01 2.58 -2.03
F: -1.39 2.78 -3.30
F: -0.39 1.39 -1.92
C: -2.32 2.48 -1.18
F: -3.07 3.57 -1.25
F: -2.08 2.13 0.09
F: -3.05 1.49 -1.73
C: 3.76 2.40 -1.57
N: 3.63 1.37 -2.40
S: 4.80 0.31 -2.14
N: 5.62 1.10 -0.96
C: 4.94 2.21 -0.74
H: 5.20 -0.80 3.16
H: 7.01 -0.94 3.37
H: 5.90 -1.16 4.73
H: 6.65 0.94 5.19
H: 5.21 1.41 4.29
H: 8.14 1.44 3.37
H: 7.02 2.77 3.59
H: 5.68 1.07 1.69
H: 7.43 0.98 1.27
H: 7.39 3.01 0.28
H: 6.79 3.76 1.75
H: 5.92 7.16 1.04
H: 6.43 5.87 -0.05
H: 6.88 5.85 1.71
H: 3.15 3.44 2.52
H: 3.94 3.57 4.12
H: 4.74 2.76 2.77
H: 1.48 5.71 -0.92
H: 3.05 6.95 1.32
H: 1.58 4.37 1.61
H: 2.15 5.46 2.93
H: 0.57 5.70 2.24
C: -1.32 -6.47 -0.37
O: -0.84 -5.14 -0.25
C: 0.17 -4.82 -1.18
C: -0.04 -3.45 -1.80
O: -1.15 -3.34 -2.68
C: -2.46 -3.42 -2.12
C: -2.86 -2.27 -1.22
O: -2.15 -2.32 0.02
C: -1.73 -1.05 0.48
H: -0.63 -7.17 0.11
H: -2.29 -6.52 0.14
H: -1.48 -6.75 -1.41
H: 0.22 -5.56 -1.98
H: 1.13 -4.82 -0.65
H: 0.84 -3.23 -2.42
H: -0.06 -2.67 -1.04
H: -2.62 -4.38 -1.63
H: -3.13 -3.40 -2.98
H: -3.93 -2.35 -0.99
H: -2.68 -1.32 -1.74
H: -1.34 -0.43 -0.33
H: -0.92 -1.22 1.20
H: -2.55 -0.54 0.99
C: -8.11 -6.13 -3.72
O: -8.39 -5.20 -2.70
C: -9.48 -5.57 -1.86
C: -9.18 -5.33 -0.40
O: -8.19 -6.19 0.17
C: -6.84 -6.03 -0.25
C: -6.18 -4.73 0.16
O: -6.70 -3.63 -0.57
C: -6.88 -2.47 0.20
H: -8.81 -6.01 -4.55
H: -7.10 -5.93 -4.08
H: -8.14 -7.16 -3.35
H: -9.74 -6.62 -2.01
H: -10.34 -4.96 -2.15
H: -10.09 -5.54 0.16
H: -8.94 -4.28 -0.20
H: -6.74 -6.21 -1.32
H: -6.30 -6.84 0.25
H: -5.10 -4.80 -0.06
H: -6.30 -4.58 1.24
H: -7.30 -2.69 1.19
H: -7.59 -1.82 -0.32
H: -5.93 -1.93 0.31

These are the Mulliken partial charges, in e, on atoms 1 to 8: C -1.1794; C -0.3416; C -0.7750; C -1.0552; C -0.8928; C 0.3806; C -0.7093; N 0.7486

Formula: C32H50Br8F14N4O4PS
Source: OMol25
Level of theory: ωB97M-V/def2-TZVPD

Results
charge = +1
HOMO = -11.098 eV
gap between HOMO and LUMO = 6.85 eV

CARTESIAN COORDINATES (ANGSTROEM)
C: 0.93 -4.27 3.77
C: 1.73 -3.11 3.96
C: 2.59 -1.70 4.28
C: 2.59 -0.79 2.95
C: 1.77 0.62 3.30
C: 0.28 0.43 3.90
C: -0.69 -0.73 3.34
O: -1.41 -1.34 4.50
C: -2.61 -2.07 4.04
C: -3.94 -1.11 3.82
F: -5.07 -1.45 4.73
F: -3.58 0.32 4.15
C: -4.48 -1.30 2.29
F: -3.37 -1.31 1.25
F: -5.06 -2.69 2.22
C: -5.55 -0.17 1.78
F: -4.82 0.80 0.88
F: -6.21 0.60 2.86
C: -6.73 -0.84 0.81
F: -7.73 -1.64 1.57
F: -6.11 -1.62 -0.33
C: 2.63 1.38 4.51
P: 2.35 3.26 4.61
O: 2.54 3.72 6.13
O: 3.60 4.11 3.70
O: 0.80 3.82 4.05
N: 1.75 1.60 2.15
C: 0.82 1.21 1.02
C: -0.57 2.14 1.07
C: -1.17 2.21 -0.47
F: -2.22 3.26 -0.56
C: 3.13 1.74 1.57
N: 3.33 2.85 0.74
C: 4.69 3.15 0.07
C: 4.52 4.31 -1.09
C: 3.28 4.00 -2.16
S: 3.68 4.56 -3.93
N: 4.33 0.88 1.82
C: 3.98 -0.58 2.13
C: 3.72 -1.20 0.59
N: 3.44 -2.69 0.58
C: 5.34 -1.22 2.76
F: 5.29 -2.72 2.94
F: 5.58 -0.60 4.13
C: 6.75 -0.96 1.97
F: 6.84 -1.52 0.61
F: 7.77 -1.76 2.76
F: 7.28 0.45 2.09
H: 0.26 -5.21 4.10
H: 3.60 -2.08 4.72
H: 2.02 -1.24 5.23
H: 1.85 -1.34 2.19
H: 0.34 0.30 5.08
H: -0.29 1.47 3.76
H: -0.23 -1.58 2.71
H: -1.55 -0.23 2.69
H: -2.90 -2.82 4.92
H: -2.34 -2.73 3.12
H: -7.35 0.02 0.27
H: 2.35 0.93 5.59
H: 3.79 1.21 4.41
H: 3.69 5.04 4.09
H: 0.95 4.62 3.44
H: 0.57 0.05 0.99
H: 1.27 1.43 -0.06
H: -0.19 3.23 1.36
H: -1.34 1.78 1.87
H: -1.60 1.12 -0.69
H: -0.31 2.44 -1.24
H: 2.55 3.53 0.49
H: 5.55 3.34 0.83
H: 4.95 2.14 -0.53
H: 4.28 5.33 -0.57
H: 5.50 4.36 -1.77
H: 2.36 4.67 -1.82
H: 2.92 2.88 -2.15
H: 2.92 5.71 -4.22
H: 4.92 1.30 2.56
H: 2.70 -0.69 0.25
H: 4.52 -0.84 -0.19
H: 4.28 -3.14 0.10
H: 2.59 -2.94 0.00
Br: -9.58 -0.83 -3.77
C: -9.06 -2.69 -3.48
C: -7.56 -2.81 -3.32
Br: -6.65 -2.68 -5.04
H: -9.45 -3.26 -4.32
H: -9.57 -2.99 -2.56
H: -7.30 -3.80 -2.94
H: -7.13 -2.05 -2.67
Br: 7.13 4.01 -5.21
C: 7.67 2.92 -3.68
C: 7.23 1.48 -3.86
Br: 5.32 1.29 -3.50
H: 7.26 3.39 -2.79
H: 8.76 2.98 -3.66
H: 7.72 0.84 -3.12
H: 7.41 1.09 -4.86
Br: -12.30 -2.47 -6.08
C: -13.24 -4.16 -5.87
C: -12.52 -5.06 -4.89
Br: -10.95 -5.88 -5.70
H: -13.34 -4.60 -6.87
H: -14.23 -3.90 -5.49
H: -13.16 -5.90 -4.60
H: -12.18 -4.55 -3.99
Br: 1.52 0.32 -4.91
C: 1.97 -0.85 -6.40
C: 3.36 -0.56 -6.93
Br: 3.36 1.05 -8.03
H: 1.19 -0.74 -7.15
H: 1.92 -1.87 -5.98
H: 3.69 -1.36 -7.60
H: 4.10 -0.42 -6.14

These are the Mulliken partial charges, in e, on atoms 1 to 8: C -0.9455; C -0.0953; C -0.0096; C 0.1463; C 0.4283; C -2.0313; C 0.8000; O -0.4201